A:
Computed, not measured: a cluster of 2 separate species, C9H14 in total, with ωB97M-V/def2-TZVPD.

Output
structure (SMILES)	Cc1ccccc1.CC
gap between HOMO and LUMO	0.36610	hartree

Each line ends with the natural charge from an NBO analysis.
Cartesian coordinates (Å):
C  -0.74816  1.54294  -0.92682  -0.643
C  0.31948  1.64585  0.10645  -0.018
C  1.09857  0.52616  0.41817  -0.206
C  1.90443  0.51483  1.53680  -0.205
C  2.01188  1.65014  2.32301  -0.232
C  1.38286  2.81433  1.93684  -0.191
C  0.50708  2.80406  0.85429  -0.221
H  -1.61273  1.11503  -0.40545  0.222
H  -0.65444  0.82955  -1.75716  0.225
H  -1.17528  2.44188  -1.35918  0.221
H  0.97781  -0.37309  -0.18020  0.204
H  2.44092  -0.35844  1.88725  0.213
H  2.71608  1.63571  3.14946  0.212
H  1.54151  3.77044  2.42482  0.212
H  -0.10081  3.64508  0.55603  0.208
C  -1.76459  -3.20276  -0.74393  -0.609
C  -0.89117  -2.80472  -1.91388  -0.608
H  -2.67538  -3.73492  -1.02765  0.204
H  -1.20816  -3.87932  -0.08462  0.201
H  -2.01600  -2.38542  -0.05533  0.204
H  0.01021  -2.33080  -1.54602  0.203
H  -1.42394  -2.19386  -2.65697  0.202
H  -0.64018  -3.67269  -2.53591  0.205


B:
Computed, not measured: a cluster of 2 separate species, C9H14 in total, with ωB97M-V/def2-TZVPD.

Output
structure (SMILES)	Cc1ccccc1.CC
gap between HOMO and LUMO	0.36907	hartree

Each line ends with the natural charge from an NBO analysis.
Cartesian coordinates (Å):
C  -0.14487  2.02596  -1.18312  -0.636
C  -0.86103  1.44569  -0.00190  -0.004
C  -2.26051  1.53029  0.07384  -0.216
C  -2.92953  1.12021  1.20594  -0.206
C  -2.21932  0.64941  2.30953  -0.223
C  -0.85591  0.48810  2.21041  -0.202
C  -0.18443  0.88919  1.06013  -0.219
H  -0.80433  2.67339  -1.76703  0.216
H  0.11515  1.28014  -1.93939  0.220
H  0.74485  2.58589  -0.90262  0.220
H  -2.82110  1.80061  -0.81422  0.207
H  -3.99580  1.30624  1.24841  0.212
H  -2.70292  0.43465  3.25291  0.213
H  -0.31254  0.15161  3.07734  0.211
H  0.89195  0.82738  0.95880  0.207
C  2.76303  -3.00082  -1.24823  -0.605
C  1.82221  -1.81871  -1.00438  -0.606
H  2.99880  -3.45969  -0.29233  0.202
H  2.31452  -3.72360  -1.92440  0.204
H  3.72661  -2.65175  -1.62373  0.200
H  1.69230  -1.17863  -1.87343  0.201
H  2.14435  -1.15506  -0.19587  0.198
H  0.87852  -2.22051  -0.62665  0.205


C:
Computed, not measured: a cluster of 2 separate species, C9H14 in total, with ωB97M-V/def2-TZVPD.

Output
structure (SMILES)	Cc1ccccc1.CC
gap between HOMO and LUMO	0.36503	hartree

Each line ends with the natural charge from an NBO analysis.
Cartesian coordinates (Å):
C  0.47901  -2.76255  -0.61776  -0.636
C  0.71066  -1.30539  -0.34994  -0.009
C  1.18332  -0.52552  -1.42620  -0.209
C  1.46492  0.81423  -1.20716  -0.211
C  1.35264  1.31190  0.05940  -0.218
C  0.92926  0.56136  1.16297  -0.206
C  0.63140  -0.77138  0.95212  -0.224
H  1.38450  -3.23372  -1.01628  0.218
H  -0.28452  -2.97778  -1.36625  0.221
H  0.27675  -3.29541  0.31186  0.214
H  1.28613  -1.10474  -2.33265  0.210
H  1.94148  1.44430  -1.94489  0.215
H  1.59725  2.35596  0.22667  0.207
H  1.23115  0.93492  2.13415  0.218
H  0.17363  -1.41611  1.69402  0.209
C  -2.84219  0.93015  -0.01419  -0.617
C  -2.44763  1.75124  1.20991  -0.615
H  -2.53627  1.28214  -0.99212  0.211
H  -2.61765  -0.11953  0.18959  0.206
H  -3.93419  0.84787  -0.13564  0.198
H  -3.23738  1.62081  1.95035  0.204
H  -2.17394  2.77530  0.97438  0.208
H  -1.58318  1.29993  1.70531  0.208


Energies relative to the minimum, kJ/mol: A 14.8; B 0.0; C 45.3


A:
Computed, not measured: a cluster of 4 separate species, C3H15NO3 in total, with ωB97M-V/def2-TZVPD.

Output
structure (SMILES)	CC(C)N.O.O.O
gap between HOMO and LUMO	0.38770	hartree

Each line ends with the natural charge from an NBO analysis.
Cartesian coordinates (Å):
C  -1.56970  -0.93864  1.09144  -0.620
C  -0.15408  -0.85685  0.49356  -0.043
C  0.88081  -1.72570  1.16063  -0.616
N  -0.24482  -1.28516  -0.93061  -0.853
H  -1.66507  -0.74100  2.15474  0.223
H  -2.17206  -0.18183  0.58798  0.207
H  -1.90037  -1.94054  0.84782  0.194
H  0.16161  0.18454  0.44320  0.186
H  1.85698  -1.55205  0.72490  0.221
H  0.92588  -1.63057  2.23876  0.219
H  0.66400  -2.74129  1.00065  0.195
H  -1.17784  -1.00671  -1.23430  0.353
H  -0.31338  -2.28899  -0.99489  0.358
O  0.45534  2.79124  -1.09005  -0.951
H  0.43216  3.26343  -1.93430  0.475
H  0.58084  1.91046  -1.48062  0.474
O  1.57211  0.08322  -2.76263  -0.953
H  0.92862  -0.19376  -2.06866  0.487
H  0.91556  0.55775  -3.29664  0.445
O  -0.23492  2.46162  1.86582  -0.959
H  0.01446  2.53253  0.93430  0.489
H  0.04390  3.29830  2.24891  0.468


B:
Computed, not measured: a cluster of 4 separate species, C3H15NO3 in total, with ωB97M-V/def2-TZVPD.

Output
structure (SMILES)	CN(C)C.O.O.O
gap between HOMO and LUMO	0.34488	hartree

Each line ends with the natural charge from an NBO analysis.
Cartesian coordinates (Å):
C  -0.06872  -1.06162  1.09325  -0.438
N  -0.80558  -1.31372  -0.23595  -0.493
C  -1.74807  -2.41098  -0.44212  -0.398
C  0.10012  -1.09328  -1.41237  -0.446
H  -0.74041  -1.36224  1.96857  0.205
H  0.81833  -1.74605  1.29335  0.185
H  0.36383  -0.04605  1.29534  0.232
H  -2.36712  -2.37773  -1.34099  0.212
H  -2.38112  -2.59147  0.42643  0.210
H  -1.04885  -3.39679  -0.57279  0.148
H  -0.50920  -1.09269  -2.37936  0.203
H  0.70880  -0.15731  -1.30857  0.218
H  0.82397  -1.91513  -1.64749  0.182
O  3.42701  1.50660  2.16243  -0.932
H  3.50162  2.16407  1.40280  0.470
H  3.10246  2.15534  2.79686  0.462
O  -1.43075  1.62690  -0.41267  -0.989
H  -2.00174  1.56263  0.38792  0.475
H  -1.19244  0.68194  -0.64030  0.504
O  0.77602  3.74004  -0.56507  -0.966
H  -0.05196  3.25818  -0.34981  0.497
H  0.72380  3.86934  -1.51944  0.465


Energies relative to the minimum, kJ/mol: A 0.0; B 135.4


A:
Computed, not measured: a structure of composition C3H3N2O3, with ωB97M-V/def2-TZVPD.

Output
gap between HOMO and LUMO	0.25549	hartree
charge	-1

Each line ends with the natural charge from an NBO analysis.
Cartesian coordinates (Å):
C  1.36907  -0.44864  1.24817  0.850
C  0.23719  -1.53730  -0.68767  0.886
C  -1.40753  0.44324  0.03160  -0.143
N  1.04549  -1.32668  0.51108  -0.617
N  -0.96767  1.73531  -0.30338  -0.863
O  1.92685  0.20971  1.99463  -0.549
O  0.40412  -2.69420  -1.15487  -0.688
O  -0.53985  -0.62139  -1.11186  -0.613
H  -0.75123  0.08669  0.85036  0.073
H  0.00784  1.95193  -0.25880  0.318
H  -1.32428  2.20133  -1.11926  0.347


B:
Computed, not measured: the ion C3H3N2O3 with charge -1, with ωB97M-V/def2-TZVPD.

Output
structure (SMILES)	Cn1nc([O-])oc1=O
gap between HOMO and LUMO	0.30057	hartree
charge	-1

Each line ends with the natural charge from an NBO analysis.
Cartesian coordinates (Å):
C  1.65041  -0.14013  0.01533  -0.405
N  0.29585  -0.00722  -0.34122  -0.369
N  -0.77174  -1.35159  -0.08681  -0.477
C  -1.91444  -0.71759  0.02762  0.755
O  -3.00872  -1.16247  0.21319  -0.683
O  -1.77425  0.75498  -0.08081  -0.530
C  -0.51413  1.09391  -0.13582  0.857
O  -0.02871  2.24511  -0.11357  -0.714
H  1.97558  -1.05254  -0.33382  0.198
H  2.34885  0.67570  -0.28187  0.209
H  1.74130  -0.33817  1.11778  0.159


Energies relative to the minimum, kJ/mol: A 147.9; B 0.0


A:
Computed, not measured: a cluster of 2 separate species, C4H13NP in total, with ωB97M-V/def2-TZVPD.

Output
gap between HOMO and LUMO (alpha / beta)	0.28632 / 0.28636	hartree
charge	+1

Each line ends with the natural charge from an NBO analysis.
Cartesian coordinates (Å):
C  1.51825  0.98882  1.40575  -0.757
C  0.60609  -1.49137  -0.39107  -0.450
C  -1.83311  -0.73137  -0.11696  -0.465
C  0.20638  1.30141  0.74527  0.101
N  -0.41310  -0.50018  -0.67135  -0.641
P  -0.65477  0.06740  -2.27281  0.590
H  2.46311  1.18103  0.87843  0.262
H  1.61925  1.63856  2.20684  0.302
H  1.63915  0.00582  2.00235  0.268
H  1.61717  -1.08964  -0.44543  0.229
H  0.57133  -1.99068  0.59202  0.243
H  0.58664  -2.06669  -1.28951  0.227
H  -2.61613  -0.00585  -0.40036  0.251
H  -2.10645  -1.86461  -0.40719  0.243
H  -1.73319  -0.74968  1.04020  0.220
H  0.26668  2.02360  -0.02812  0.223
H  -0.61134  0.97885  1.29213  0.203
H  -1.59383  1.10316  -1.95022  -0.020
H  0.46788  1.20142  -2.18996  -0.028


B:
Computed, not measured: the ion C4H13NP with charge +1, with ωB97M-V/def2-TZVPD.

Output
structure (SMILES)	C[C@H](P)[NH+](C)C
gap between HOMO and LUMO	0.38480	hartree
charge	+1

Each line ends with the natural charge from an NBO analysis.
Cartesian coordinates (Å):
C  -0.48181  -1.56607  -0.37726  -0.633
C  -0.69966  -0.21495  0.50190  -0.284
P  -2.46049  0.49070  0.14046  0.297
N  0.34521  0.82574  0.36134  -0.378
C  1.63097  0.59330  1.08710  -0.412
C  0.66196  1.13141  -1.08399  -0.460
H  0.38195  -1.98936  -0.07840  0.226
H  -0.80437  -1.50440  -1.41584  0.246
H  -1.35532  -2.13913  0.11150  0.251
H  -0.62185  -0.33861  1.59917  0.229
H  -2.99639  -0.80575  0.25661  0.012
H  -2.85515  0.78191  1.45899  0.004
H  0.01517  1.75569  0.83505  0.445
H  2.26501  0.05242  0.46784  0.235
H  1.95581  1.55664  1.50504  0.242
H  1.34870  0.13118  2.05369  0.230
H  1.41721  1.93572  -1.33352  0.265
H  0.73254  0.21193  -1.62735  0.241
H  -0.25072  1.63782  -1.52131  0.245


Energies relative to the minimum, kJ/mol: A 223.4; B 0.0